Record 1
A molecular structure, C54H35F7N4O2S3TcTe in a non-equilibrium geometry, computed with wB97M-V/def2-TZVPD.

Last column: Löwdin spin population.
Atoms and positions in Å:
Tc 0.418 0.262 -0.730  0.853
C -3.230 0.395 5.485  0.000
C -2.263 0.333 4.337  0.000
C -0.902 0.582 4.519  0.000
C -0.010 0.564 3.464  0.000
C 1.405 0.998 3.679  0.001
O 1.975 1.697 2.874  0.000
C 2.080 0.582 4.949  0.000
C 1.789 -0.619 5.583  0.000
C 2.481 -0.990 6.725  0.000
C 3.458 -0.152 7.243  0.000
C 3.754 1.048 6.610  0.000
C 3.075 1.409 5.461  0.000
C -0.466 0.252 2.177  0.002
O 0.405 0.247 1.210  0.027
C -1.824 -0.039 1.959  0.000
C -2.697 0.038 3.057  0.000
C -2.348 -0.439 0.646  -0.001
N -1.653 -0.506 -0.435  0.004
C -2.313 -1.030 -1.654  0.003
C -2.809 -2.457 -1.571  0.001
Te -1.386 -4.022 -1.287  0.000
C -1.721 -4.091 0.795  0.000
C -2.373 -5.180 1.359  0.000
C -2.590 -5.231 2.729  0.000
C -2.157 -4.197 3.543  0.000
C -1.511 -3.105 2.985  0.000
C -1.293 -3.054 1.617  0.000
C -3.822 -0.708 0.628  0.000
C -4.364 -1.831 1.243  0.000
C -5.734 -2.035 1.233  0.000
C -6.572 -1.108 0.630  0.000
C -6.036 0.031 0.048  0.000
C -4.663 0.233 0.048  0.000
H -2.721 0.657 6.410  0.000
H -3.725 -0.565 5.634  0.000
H -4.005 1.139 5.306  0.000
H -0.538 0.846 5.506  0.000
H 1.032 -1.278 5.174  0.000
H 2.260 -1.930 7.209  0.000
H 3.993 -0.437 8.138  0.000
H 4.522 1.696 7.008  0.000
H 3.303 2.329 4.941  0.000
H -3.754 -0.135 2.908  0.000
H -1.588 -0.934 -2.459  0.001
H -3.163 -0.402 -1.928  0.000
H -3.320 -2.678 -2.507  0.000
H -3.532 -2.615 -0.774  0.000
H -2.718 -5.987 0.729  0.000
H -3.106 -6.077 3.157  0.000
H -2.323 -4.243 4.610  0.000
H -1.178 -2.288 3.610  0.000
H -0.812 -2.189 1.183  0.000
H -3.711 -2.552 1.728  0.000
H -6.145 -2.918 1.701  0.000
H -7.640 -1.269 0.621  0.000
H -6.682 0.767 -0.405  0.000
H -4.249 1.125 -0.398  0.000
F -0.591 1.334 -6.016  -0.001
C -0.121 0.466 -5.094  -0.001
C -0.034 0.869 -3.774  0.010
C 0.447 -0.021 -2.811  -0.008
C 0.883 -1.303 -3.225  0.006
C 0.735 -1.663 -4.563  -0.001
F 1.075 -2.912 -4.980  -0.001
C 0.232 -0.803 -5.518  0.010
C 1.462 -2.171 -2.193  0.000
C 2.290 -3.268 -2.425  0.001
C 2.830 -3.945 -1.351  0.002
C 2.555 -3.515 -0.062  0.001
C 1.764 -2.398 0.095  0.002
N 1.218 -1.757 -0.936  0.002
H -0.348 1.867 -3.517  0.000
H 0.121 -1.110 -6.547  0.001
H 2.509 -3.571 -3.435  0.000
H 3.475 -4.795 -1.519  0.000
H 2.970 -4.007 0.805  0.000
H 1.562 -1.978 1.070  0.000
S 5.786 5.116 -2.539  0.001
C 4.887 3.748 -2.329  0.000
S 4.432 3.150 -0.765  0.001
C 3.535 1.868 -1.518  0.010
N 3.586 1.879 -2.802  0.002
N 4.330 2.929 -3.251  0.000
C 4.419 3.056 -4.660  0.000
C 3.340 2.642 -5.431  0.000
C 3.410 2.744 -6.807  0.000
C 4.548 3.254 -7.417  0.000
C 5.622 3.649 -6.636  0.000
C 5.567 3.550 -5.255  0.000
S 2.803 0.567 -0.612  0.061
H 2.461 2.242 -4.947  0.000
H 2.569 2.424 -7.404  0.000
H 4.596 3.344 -8.493  0.000
H 6.518 4.034 -7.098  0.000
H 6.408 3.852 -4.647  0.000
F -2.400 1.669 -1.855  0.002
C -1.574 2.616 -1.339  0.007
C -0.294 2.279 -0.908  -0.011
C 0.435 3.378 -0.456  0.006
F 1.675 3.233 0.031  0.003
C -0.055 4.681 -0.416  -0.002
F 0.703 5.683 0.055  -0.001
C -1.340 4.947 -0.856  0.009
F -1.834 6.197 -0.825  0.003
C -2.111 3.896 -1.324  -0.002
F -3.363 4.122 -1.762  -0.001

HOMO level (alpha / beta)	-7.4 / -7.4	eV
frontier orbital gap (alpha / beta)	0.1911 / 0.2088	Eh
2S+1	2
net charge	0

***

Record 2
A molecular structure, C54H39BCl5F2N7NaO4S in a non-equilibrium geometry, computed with wB97M-V/def2-TZVPD.

Last column: Löwdin charge in e.
Atoms and positions in Å:
Na 0.155 0.770 -0.926  0.321
Cl 0.316 0.474 -4.201  0.562
C 0.538 2.102 -4.866  -0.988
Cl 0.160 3.427 -3.747  0.525
H -0.112 2.206 -5.720  0.014
H 1.573 2.194 -5.152  0.021
F 0.762 -1.759 6.185  0.018
C 0.421 -0.806 5.267  -0.291
C 0.055 -1.162 4.021  0.007
C -0.345 -0.174 3.054  -0.022
C -0.277 1.229 3.438  -0.078
C 0.118 1.483 4.767  -0.235
F 0.268 2.771 5.182  0.031
C 0.465 0.539 5.692  0.029
C -0.487 2.344 2.533  -0.195
C -1.090 3.549 2.987  -0.027
C -1.167 4.648 2.169  -0.089
C -0.662 4.568 0.868  -0.110
C -0.167 3.342 0.464  -0.182
N -0.084 2.249 1.230  0.127
H 0.034 -2.216 3.762  0.121
H 0.814 0.823 6.677  0.113
H -1.491 3.590 3.987  0.106
H -1.624 5.565 2.529  0.098
H -0.675 5.412 0.188  0.095
H 0.196 3.233 -0.564  0.068
C 12.923 -4.659 -0.004  -0.092
O 12.668 -3.267 -0.040  -0.081
C 11.373 -2.901 -0.186  -0.304
C 11.116 -1.539 -0.212  -0.007
C 9.818 -1.085 -0.361  -0.028
C 8.750 -1.970 -0.486  -0.152
C 9.026 -3.327 -0.455  -0.016
C 10.324 -3.801 -0.306  -0.018
C 7.356 -1.517 -0.657  -0.289
N 6.326 -2.298 -0.838  0.184
C 5.241 -1.451 -0.953  -0.169
C 5.633 -0.151 -0.846  -0.136
N 6.990 -0.206 -0.657  0.171
C 4.748 0.980 -0.945  -0.113
C 5.141 2.290 -0.840  -0.061
C 4.188 3.322 -0.981  -0.103
C 2.874 2.946 -1.219  -0.206
N 2.437 1.693 -1.318  0.068
C 3.368 0.659 -1.179  -0.152
C 2.934 -0.685 -1.280  -0.155
N 1.587 -0.937 -1.495  0.028
C 1.197 -2.207 -1.639  -0.174
C 2.030 -3.308 -1.561  -0.088
C 3.397 -3.078 -1.309  -0.038
C 3.852 -1.788 -1.178  -0.106
H 13.994 -4.774 0.118  0.088
H 12.614 -5.147 -0.931  0.093
H 12.413 -5.138 0.834  0.094
H 11.947 -0.849 -0.113  0.118
H 9.648 -0.012 -0.377  0.104
H 8.195 -4.017 -0.549  0.114
H 10.500 -4.867 -0.284  0.098
H 7.598 0.581 -0.532  0.137
H 6.186 2.529 -0.651  0.093
H 4.453 4.368 -0.898  0.079
H 2.130 3.730 -1.348  0.070
H 0.136 -2.356 -1.834  0.094
H 1.629 -4.307 -1.680  0.083
H 4.107 -3.894 -1.224  0.103
O -1.736 -0.170 0.778  0.137
B -0.892 -0.751 1.794  -0.483
O -0.776 -2.155 1.512  0.162
C -1.550 -2.407 0.426  -0.234
C -1.786 -3.611 -0.196  -0.056
C -2.621 -3.599 -1.320  -0.181
C -3.188 -2.417 -1.780  -0.105
C -2.949 -1.202 -1.124  -0.023
C -2.121 -1.224 -0.030  -0.237
H -1.322 -4.523 0.165  0.125
H -2.822 -4.529 -1.843  0.098
H -3.843 -2.434 -2.648  0.111
H -3.390 -0.274 -1.459  0.091
Cl -4.511 -4.551 0.455  0.776
C -5.208 -2.998 0.127  -0.627
C -4.755 -1.885 0.797  -0.084
C -5.330 -0.655 0.508  -0.024
C -6.335 -0.503 -0.436  -0.180
C -6.867 0.898 -0.680  -0.293
C -6.421 1.491 -2.017  -0.061
N -5.068 1.999 -1.892  -0.074
C -4.616 2.909 -0.955  -0.056
C -3.278 3.031 -1.182  -0.116
N -2.891 2.218 -2.232  0.070
C -3.995 1.652 -2.653  -0.194
O -8.281 1.010 -0.635  -0.118
C -8.846 0.834 0.663  -0.145
C -8.511 1.991 1.561  -0.325
C -7.779 1.934 2.701  -0.982
Cl -7.119 0.537 3.444  0.688
S -7.555 3.467 3.426  1.000
C -8.462 4.232 2.196  -0.417
C -8.910 3.342 1.284  -0.139
C -6.750 -1.654 -1.107  -0.564
Cl -7.959 -1.611 -2.366  0.715
C -6.200 -2.896 -0.827  -0.131
H -3.951 -1.970 1.520  0.132
H -4.967 0.229 1.024  0.131
H -6.438 1.522 0.106  0.121
H -7.122 2.273 -2.294  0.136
H -6.424 0.734 -2.796  0.110
H -5.268 3.356 -0.213  0.121
H -2.566 3.625 -0.627  0.077
H -4.073 0.939 -3.470  0.136
H -8.532 -0.107 1.114  0.111
H -9.918 0.791 0.494  0.134
H -8.610 5.305 2.226  0.070
H -9.491 3.617 0.409  0.120
H -6.538 -3.774 -1.362  0.107

HOMO level (alpha / beta)	-1.9 / -1.9	eV
frontier orbital gap (alpha / beta)	0.1333 / 0.1342	Eh
2S+1	1
net charge	-1

***

Record 3
A molecular structure, C54H39BCl5F4N6PRe in a non-equilibrium geometry, computed with wB97M-V/def2-TZVPD.

Last column: Löwdin spin population.
Atoms and positions in Å:
Re 12.604 12.790 15.588  2.460
C 14.100 18.008 16.375  0.004
N 13.248 16.797 16.419  0.035
C 13.578 15.488 16.182  0.044
N 12.529 14.699 16.115  0.031
C 11.378 15.530 16.248  0.009
C 11.844 16.825 16.393  0.000
C 11.053 18.060 16.484  0.000
C 11.207 19.072 17.421  0.000
C 10.304 20.157 17.497  0.000
C 9.446 20.327 16.429  0.000
C 9.246 19.371 15.443  0.000
C 10.048 18.248 15.450  0.000
C 9.992 15.091 16.219  -0.001
C 9.452 14.131 15.281  -0.001
C 8.182 13.658 15.433  0.000
C 7.419 14.131 16.502  0.000
C 7.890 15.037 17.391  -0.001
C 9.215 15.511 17.322  0.001
P 15.260 14.849 16.094  0.010
C 15.148 14.125 14.511  0.012
N 14.128 13.358 14.111  0.016
C 14.238 13.110 12.738  0.015
C 15.352 13.755 12.285  -0.001
N 15.878 14.461 13.379  0.018
C 17.122 15.224 13.291  0.002
C 15.642 13.953 10.853  0.000
C 14.665 14.367 9.891  0.000
C 15.039 14.667 8.576  0.000
C 16.328 14.372 8.161  0.000
C 17.278 13.936 9.026  0.000
C 16.977 13.730 10.371  0.000
C 13.472 12.050 12.066  0.006
C 12.052 12.063 12.010  0.006
C 11.352 11.003 11.462  0.001
C 12.078 9.966 10.874  0.002
C 13.470 10.037 10.786  0.003
C 14.215 11.062 11.389  0.001
C 14.881 13.291 16.973  0.045
N 14.199 12.136 16.581  0.045
C 14.548 11.131 17.567  0.006
C 15.284 11.664 18.560  0.007
N 15.510 13.038 18.181  0.015
C 16.387 13.935 18.885  0.002
C 15.942 11.098 19.797  0.000
C 16.706 9.940 19.606  0.001
C 17.252 9.267 20.687  0.000
C 17.076 9.837 21.951  0.001
C 16.554 11.112 22.103  0.000
C 15.911 11.771 21.027  0.001
C 14.265 9.701 17.315  0.001
C 13.981 8.755 18.335  0.001
C 13.802 7.411 18.066  0.000
C 14.085 6.896 16.820  0.001
C 14.265 7.775 15.755  0.000
C 14.372 9.176 16.049  0.001
H 13.819 18.546 15.429  0.002
H 14.044 18.589 17.286  0.001
H 15.139 17.774 16.340  0.000
H 12.046 19.027 18.096  0.000
H 10.453 21.013 18.149  0.000
H 8.917 21.251 16.307  0.000
H 8.439 19.436 14.710  0.000
H 10.000 17.527 14.617  0.000
H 10.122 13.828 14.486  0.000
H 7.736 12.985 14.699  0.000
H 6.427 13.671 16.643  0.000
H 7.344 15.291 18.290  0.000
H 9.685 16.200 17.996  0.000
H 18.001 14.509 13.207  0.001
H 17.091 15.923 12.501  0.000
H 17.256 15.761 14.257  0.000
H 13.670 14.525 10.312  0.000
H 14.345 15.155 7.906  0.000
H 16.418 14.535 7.082  0.000
H 18.347 13.723 8.844  0.000
H 17.721 13.371 11.065  0.000
H 11.619 12.908 12.434  0.001
H 10.256 11.001 11.427  0.000
H 11.523 9.124 10.393  0.000
H 13.914 9.348 10.091  0.000
H 15.282 11.108 11.366  0.000
H 15.895 14.564 19.624  0.000
H 17.178 13.440 19.429  0.000
H 16.922 14.604 18.143  0.000
H 16.891 9.548 18.597  0.000
H 17.769 8.354 20.430  0.000
H 17.479 9.342 22.832  0.000
H 16.679 11.554 23.079  0.000
H 15.277 12.660 21.126  0.000
H 13.942 9.095 19.370  0.000
H 13.479 6.773 18.842  0.000
H 14.104 5.853 16.586  0.000
H 14.312 7.399 14.770  0.000
H 14.428 9.855 15.195  0.000
Cl 11.619 13.434 19.404  0.016
C 10.894 12.204 18.435  0.045
C 11.245 12.098 17.060  -0.008
C 10.610 11.112 16.393  0.044
Cl 11.275 10.771 14.765  0.054
C 9.475 10.514 16.834  -0.011
Cl 8.357 9.740 15.697  -0.006
C 9.128 10.606 18.201  0.051
Cl 7.835 9.600 18.713  0.021
C 9.899 11.417 19.064  -0.011
Cl 9.731 11.191 20.755  -0.006
F 11.837 17.494 13.343  0.000
B 12.701 16.457 12.911  0.000
F 13.977 16.621 13.624  0.001
F 12.948 16.496 11.555  0.000
F 12.174 15.229 13.421  0.004

HOMO level (alpha / beta)	-12.7 / -12.7	eV
frontier orbital gap (alpha / beta)	0.1950 / 0.1819	Eh
2S+1	4
net charge	+2

***

Record 4
A molecular structure, C54H42ClN12O3RbS in a non-equilibrium geometry, computed with wB97M-V/def2-TZVPD.

Last column: Löwdin charge in e.
Atoms and positions in Å:
Rb -0.455 0.695 -0.431  0.581
C 2.409 1.339 -4.417  -0.099
C 1.440 1.448 -3.441  -0.084
N 1.734 1.601 -2.134  0.089
C 3.040 1.582 -1.808  -0.201
C 4.015 1.469 -2.821  -0.093
N 3.709 1.362 -4.096  0.075
C 3.466 1.754 -0.410  -0.185
C 4.772 2.172 -0.124  0.046
C 5.201 2.200 1.208  -0.135
C 4.276 1.859 2.204  0.052
C 2.950 1.556 1.821  -0.172
N 2.550 1.459 0.535  0.180
C 1.929 1.270 2.847  -0.180
C 2.196 1.506 4.206  -0.090
N 1.324 1.260 5.153  0.078
C 0.094 0.918 4.797  -0.081
C -0.218 0.759 3.449  -0.088
N 0.710 0.804 2.500  0.105
C 6.581 2.580 1.538  -0.161
C 6.965 2.759 2.877  -0.009
C 8.272 3.123 3.192  -0.138
N 9.212 3.355 2.262  0.043
C 8.843 3.211 0.991  -0.142
C 7.565 2.789 0.578  -0.005
H 2.179 1.231 -5.477  0.113
H 0.389 1.473 -3.681  0.087
H 5.075 1.430 -2.618  0.102
H 5.377 2.482 -0.951  0.090
H 4.535 1.798 3.245  0.083
H 3.134 1.894 4.562  0.099
H -0.602 0.759 5.616  0.117
H -1.228 0.546 3.119  0.097
H 6.279 2.611 3.713  0.105
H 8.587 3.266 4.226  0.104
H 9.582 3.461 0.238  0.100
H 7.414 2.629 -0.478  0.102
C -4.694 0.436 3.349  -0.060
C -5.097 1.784 3.486  -0.089
C -4.592 2.770 2.644  -0.036
C -3.635 2.414 1.663  -0.222
N -3.222 1.125 1.533  0.090
C -3.803 0.181 2.294  -0.154
C -3.141 3.429 0.694  -0.257
C -3.903 4.586 0.433  -0.085
C -3.458 5.562 -0.450  -0.138
C -2.212 5.425 -1.058  -0.121
C -1.442 4.257 -0.807  -0.198
C -1.965 3.286 -0.010  -0.203
H -5.031 -0.349 4.017  0.097
H -5.807 2.070 4.258  0.091
H -4.879 3.827 2.769  0.101
H -3.512 -0.839 2.042  0.080
H -4.858 4.689 0.929  0.075
H -4.053 6.464 -0.615  0.081
H -1.806 6.175 -1.734  0.074
H -0.465 4.118 -1.259  0.057
Cl -4.410 -4.911 -2.466  0.646
C -4.351 -3.254 -1.977  -0.670
C -5.097 -2.232 -2.569  -0.080
C -4.868 -0.905 -2.146  -0.039
C -3.907 -0.662 -1.151  -0.135
N -3.189 -1.663 -0.586  0.059
C -3.408 -2.916 -0.992  -0.198
H -5.851 -2.482 -3.308  0.101
H -5.429 -0.089 -2.593  0.107
H -3.657 0.350 -0.854  0.080
H -2.809 -3.708 -0.561  0.100
N 3.183 -4.521 0.153  0.119
C 2.791 -3.777 -0.904  -0.370
C 2.194 -2.483 -0.654  -0.086
N 1.679 -1.792 -1.632  0.069
C 1.828 -2.254 -2.894  -0.132
C 2.443 -3.479 -3.130  -0.135
N 2.908 -4.260 -2.149  0.100
H 3.052 -4.159 1.099  0.107
H 3.489 -5.483 0.036  0.103
H 2.112 -2.096 0.352  0.096
H 1.371 -1.625 -3.652  0.092
H 2.515 -3.863 -4.155  0.103
N -0.680 -1.994 1.499  0.078
C -1.065 -2.751 2.611  -0.316
C -2.334 -3.400 2.646  -0.052
C -2.745 -4.146 3.725  -0.042
C -1.828 -4.265 4.818  -0.277
C -0.550 -3.653 4.810  -0.072
C -0.165 -2.925 3.701  -0.063
S -2.271 -5.223 6.217  0.387
O -1.396 -4.913 7.312  -0.361
O -2.128 -6.565 5.621  -0.397
O -3.709 -4.930 6.296  -0.397
H -1.470 -1.778 0.859  0.033
H -0.024 -1.235 1.749  0.026
H -2.984 -3.261 1.786  0.081
H -3.707 -4.634 3.728  0.111
H 0.098 -3.759 5.670  0.100
H 0.818 -2.453 3.645  0.095
C -1.146 -2.489 -6.118  -0.103
C -1.315 -2.815 -4.727  -0.108
C -1.519 -1.806 -3.818  -0.067
C -1.706 -0.452 -4.208  -0.254
C -2.015 0.568 -3.315  -0.155
C -2.299 1.834 -3.724  -0.172
C -2.129 2.183 -5.096  -0.115
C -1.752 1.233 -6.025  -0.089
C -1.588 -0.116 -5.591  -0.201
C -1.265 -1.154 -6.519  -0.067
H -0.935 -3.272 -6.852  0.081
H -1.282 -3.843 -4.387  0.088
H -1.595 -2.002 -2.747  0.093
H -2.611 2.576 -2.999  0.064
H -2.299 3.229 -5.378  0.086
H -1.622 1.509 -7.066  0.085
H -1.095 -0.856 -7.559  0.091

HOMO level	-1.5	eV
frontier orbital gap	0.1299	Eh
2S+1	1
net charge	-2